Molecular formula: C19H56B5F20N5O5
Method: DFT, ωB97M-V/def2-TZVPD

LUMO energy   -1.21 eV
ΔE to the lowest compared entry with this formula, charge and spin   0.0 kJ/mol
Kohn-Sham gap   8.155 eV
M   868.707 g/mol

Last column: Mulliken charge in e.
Geometry (Å):
C -0.10003 -0.04260 -0.85767  -1.032
C 0.89262 0.71063 -0.03677  0.623
O 1.97024 0.29421 0.26350  -0.529
N 0.58747 2.11766 0.30965  0.948
H 0.13631 2.63533 -0.46923  0.153
H -0.08405 2.10654 1.09599  0.084
C 1.79656 2.86047 0.68452  -0.881
H -1.07575 -0.08979 -0.37906  0.067
H 0.33594 -1.02890 -0.99729  0.374
H -0.19071 0.40736 -1.84908  0.405
H 1.46246 3.82913 1.05657  0.537
H 2.42237 3.00032 -0.17610  0.226
H 2.29197 2.34990 1.50051  0.114
C 3.72206 6.03017 0.22960  -1.011
C 5.03733 5.47927 -0.28409  0.111
C 5.15843 4.00049 -0.43047  -0.391
O 4.16795 3.66579 -1.36383  -0.280
C 4.14143 2.32280 -1.78041  -0.966
N 5.42673 6.15185 -1.58375  -0.263
H 6.26789 5.76311 -2.01211  0.342
H 4.68334 6.03110 -2.29245  0.353
H 5.46340 7.16849 -1.47796  0.372
H 2.90308 5.61635 -0.36692  0.204
H 3.66489 7.10444 0.02407  0.467
H 3.58698 5.83955 1.29283  0.113
H 5.85919 5.81034 0.36435  0.356
H 4.95341 3.51658 0.53062  0.139
H 6.15096 3.67279 -0.77820  0.522
H 3.15564 2.08073 -2.17167  0.188
H 4.48054 1.57687 -1.05277  0.389
H 4.82086 2.13746 -2.63420  0.306
C 1.18036 -2.20425 2.58019  -0.910
C 1.60173 -1.80909 3.97389  0.288
C 2.92655 -1.08842 4.07046  -1.023
O 2.78375 0.12995 3.40683  0.019
C 3.98293 0.84118 3.29492  -0.758
N 0.53624 -0.87261 4.52155  -0.123
H 0.39782 -0.11969 3.82541  -0.380
H -0.33167 -1.35982 4.72788  0.424
H 0.86316 -0.35059 5.34025  0.391
H 1.26154 -1.31573 1.95354  -0.239
H 0.14905 -2.55407 2.51517  0.296
H 1.81231 -2.96668 2.13106  0.563
H 1.58050 -2.63725 4.68636  0.434
H 3.72208 -1.69930 3.63090  0.407
H 3.12160 -0.87909 5.13674  0.457
H 4.45718 0.99056 4.27433  0.382
H 3.74823 1.81383 2.87723  0.026
H 4.70318 0.28172 2.68342  0.345
C -5.13913 -0.92112 2.93909  -1.649
C -4.77313 -2.11902 2.10622  0.579
C -6.00120 -2.84192 1.57529  -0.821
O -5.71651 -3.93049 0.74574  -0.330
C -5.12020 -5.03143 1.40189  -0.606
N -3.84724 -1.77127 0.99580  1.311
H -3.24353 -2.53762 0.67833  -0.307
H -4.36446 -1.45023 0.16227  0.143
H -3.23090 -1.00135 1.27496  -0.164
H -4.26840 -0.34439 3.22966  0.392
H -5.56664 -1.31542 3.86548  0.455
H -5.85433 -0.23820 2.48377  0.276
H -4.24217 -2.80490 2.77209  0.413
H -6.57366 -2.13527 0.96806  0.368
H -6.64064 -3.08860 2.43478  0.412
H -5.06683 -4.93894 2.48766  0.334
H -4.11144 -5.20111 1.02563  0.102
H -5.69964 -5.91620 1.12315  0.305
C 0.36771 -5.38959 -6.64738  -1.504
C -0.66529 -4.65046 -5.83436  0.332
C -0.11114 -3.60972 -4.90204  -0.649
O -1.16328 -2.82117 -4.44133  -0.527
C -1.71619 -3.29349 -3.21730  -0.605
N -1.61296 -3.90727 -6.74323  -0.224
H -2.15263 -3.23272 -6.17346  0.337
H -1.08475 -3.46054 -7.49554  0.364
H -2.31676 -4.49551 -7.19804  0.374
H 0.99791 -4.72428 -7.24596  0.388
H -0.04130 -6.15967 -7.30014  0.413
H 1.06522 -5.86804 -5.95692  0.373
H -1.30283 -5.33524 -5.27414  0.311
H 0.60646 -2.94776 -5.40603  0.387
H 0.45051 -4.07571 -4.08378  0.421
H -2.70867 -2.89473 -3.02227  0.346
H -1.08307 -2.99928 -2.37911  0.027
H -1.81022 -4.38475 -3.20436  0.332
B -1.21288 1.43705 2.91821  0.326
F -1.90707 1.21696 4.12734  -0.395
F -1.03715 0.15953 2.27405  0.368
F -1.89111 2.29894 2.08376  -0.375
F 0.06478 1.93920 3.22691  -0.342
B -0.01598 4.09183 -2.05399  0.021
F -0.41858 5.06744 -2.95785  -0.330
F -0.94948 3.05300 -1.94559  -0.292
F 1.23874 3.52376 -2.48276  -0.383
F 0.20810 4.64216 -0.76693  -0.233
B -1.61742 -4.28192 0.01386  0.424
F -1.01950 -5.24430 -0.80462  -0.329
F -0.78237 -3.13859 0.06977  -0.167
F -2.87116 -3.93979 -0.56476  -0.433
F -1.86240 -4.67642 1.34880  -0.422
B -4.94657 -0.02410 -1.54632  0.085
F -5.20742 1.27374 -1.97927  -0.357
F -5.63690 -0.24990 -0.30528  -0.392
F -5.39515 -0.97859 -2.47150  -0.397
F -3.54451 -0.17558 -1.35301  -0.141
B 1.99045 5.72163 3.48430  0.453
F 1.20996 6.20138 4.55640  -0.362
F 2.35955 4.35868 3.75117  -0.332
F 1.23458 5.72931 2.29398  -0.324
F 3.16477 6.51287 3.35057  -0.417

Cartesian forces, eV/Å:
0.30 -0.08 0.06
0.13 -0.26 -0.97
0.11 -0.09 0.21
-0.17 -0.10 0.03
-0.39 -0.44 0.17
0.02 0.34 -0.25
-0.09 0.90 1.25
-0.09 0.05 -0.15
-0.28 -0.16 0.20
-0.20 0.36 0.17
0.07 -0.02 -0.03
0.05 -0.08 -0.26
0.01 -0.10 -0.08
-0.27 -0.03 -1.21
1.35 1.05 1.42
-0.68 -0.66 -0.45
0.00 -0.19 -0.29
0.66 -0.97 -1.21
-1.30 0.04 -1.27
0.14 0.23 0.27
0.01 -0.40 0.35
0.45 -0.16 0.24
-0.10 -0.23 0.35
0.16 0.06 0.47
-0.05 0.08 -0.02
-0.20 -0.09 0.20
0.12 0.11 0.12
0.06 0.16 0.06
-0.17 0.19 0.38
-0.43 0.39 0.52
0.03 0.44 0.11
-0.11 0.34 -0.45
-0.58 -0.49 0.57
-0.28 0.34 0.29
-0.48 -0.15 -0.18
0.61 0.09 0.26
0.85 0.86 -0.34
-0.48 -0.10 -0.09
-0.15 0.26 -0.19
-0.14 -0.31 0.10
-0.06 -0.08 -0.10
0.04 -0.06 0.12
0.13 -0.09 0.25
0.26 -0.17 -0.21
0.03 -0.09 0.15
0.38 -0.27 -0.08
-0.16 0.07 0.02
0.07 0.03 -0.06
-0.09 0.15 -0.19
-0.30 0.16 0.49
0.10 -0.62 0.35
-0.36 0.70 -0.34
0.02 0.21 0.32
0.18 -0.77 -0.55
0.45 0.21 -0.20
-0.28 -0.25 0.01
-0.07 0.22 0.25
-0.11 -0.02 -0.14
0.28 0.13 0.01
-0.11 0.20 -0.05
0.00 -0.12 -0.23
0.28 -0.02 -0.25
0.07 -0.04 -0.06
0.14 -0.27 0.00
-0.22 0.10 0.05
0.01 0.20 0.10
-0.07 -0.01 0.30
0.54 -0.12 0.09
-0.25 -0.56 -0.33
0.63 0.61 0.45
-0.37 0.36 -0.29
-0.25 -0.40 1.11
-0.63 -0.22 -0.53
0.56 0.31 0.12
-0.15 0.37 0.20
0.30 -0.23 0.11
-0.23 0.15 -0.02
-0.11 0.01 0.06
-0.14 -0.13 0.00
0.06 -0.03 0.04
-0.14 -0.10 -0.19
-0.18 -0.15 -0.06
0.04 0.34 -0.40
0.06 -0.05 -0.07
0.11 0.02 -0.05
-0.78 0.32 1.07
0.19 -0.29 -0.32
0.13 -0.07 -0.09
0.24 -0.22 -0.26
0.21 -0.45 -0.26
0.36 0.91 -0.54
0.11 -0.29 0.21
0.12 -0.26 0.18
-0.15 -0.14 0.14
-0.11 -0.15 -0.32
0.12 0.08 0.07
-0.01 -0.13 0.39
-0.16 0.09 -0.12
0.18 0.24 0.06
0.20 -0.20 -0.35
-0.35 0.90 -0.81
0.00 -0.42 0.11
0.37 -0.20 -0.01
0.18 -0.03 0.15
-0.16 -0.37 0.37
-0.64 -0.42 0.81
0.43 -0.10 -0.46
0.26 0.42 -0.24
0.42 0.16 -0.05
-0.12 -0.26 -0.26